ORCA calculation (the ωB97M-V functional and the def2-TZVPD basis) on 40 unconnected molecules or ions with the total composition H80O40 at a distorted geometry.

Each line ends with the Löwdin charge.
Atoms and positions in Å:
O: -2.29960 -5.32685 1.58403  -0.048
H: -3.73474 4.92829 2.72510  0.035
O: 2.45326 -1.58990 -5.86748  -0.021
H: -4.01320 3.66385 0.47397  0.049
H: 2.96273 -2.01627 -5.21122  0.046
O: -0.80190 -1.34229 4.33462  -0.069
H: 5.69747 -2.06532 2.27753  0.047
H: 4.21292 -1.49619 2.45109  -0.023
O: -2.78029 5.02997 2.68815  -0.043
H: 2.80602 -2.83921 3.39302  0.024
H: 1.22588 3.96668 3.23889  -0.004
H: 3.35163 3.37521 -4.86536  0.035
H: -4.88026 1.30396 4.38557  0.014
H: -1.86080 -1.07956 -4.99278  0.047
H: 3.08964 -1.47003 -0.49723  0.047
H: 2.55898 3.22633 5.11691  0.050
H: -7.05757 -0.36023 0.83035  0.022
O: -1.29236 -2.22646 -1.15003  -0.031
H: 0.56546 5.20212 0.44886  -0.006
H: -4.42077 -5.01438 -2.27559  0.053
O: -0.02734 -2.39593 -6.02897  -0.093
O: -2.05562 -2.22542 2.00630  -0.058
H: -2.05716 -1.78118 -1.51125  0.031
H: -1.84160 0.18252 -4.12164  0.025
O: -5.43862 0.54534 4.25914  -0.040
O: 0.76053 0.59709 -4.27058  -0.045
H: -5.51369 -2.64027 -1.78136  0.034
O: 0.14947 -4.88539 2.23376  -0.035
H: -0.50465 3.37173 2.05912  0.062
H: 1.24421 -0.05398 -4.78245  -0.006
H: 5.02558 -2.05955 -0.32537  0.007
H: 2.10106 -4.89051 1.45034  -0.002
H: 3.02138 -1.27521 1.12047  0.019
H: -5.08496 -1.41212 -2.47526  -0.012
H: -0.24461 -0.54074 4.27037  0.001
H: 5.21238 2.50091 2.42135  0.009
O: 4.04717 1.32506 1.24928  -0.020
H: 1.72781 2.61405 6.24266  0.086
H: -1.89858 1.26036 1.43948  0.031
O: 2.63353 -4.82688 0.64705  -0.052
O: -3.68864 0.92747 0.58773  -0.066
H: -0.39187 -2.48321 -5.13352  -0.022
O: 2.04824 4.44815 3.42528  -0.042
O: 1.03217 2.40426 -0.96219  -0.040
O: 3.18537 -1.85922 0.38309  -0.039
H: 0.97273 0.19046 1.30882  0.023
O: -4.91335 -0.71940 -4.28974  -0.094
O: -0.19261 3.02268 4.29536  -0.056
O: 5.85230 -1.67301 -0.65488  -0.051
H: -3.96877 1.64379 -0.02890  0.035
H: 0.93289 -2.29714 -5.78154  -0.002
H: 0.38987 2.95953 -0.52598  0.003
H: -1.91982 1.00131 -1.69406  0.021
O: 5.12616 -1.42044 2.69140  -0.028
O: -3.83355 1.27766 -2.98711  -0.039
H: 2.34611 4.84767 2.62562  0.038
H: -0.31486 0.54122 0.52602  0.028
O: 5.42413 2.49158 3.35714  -0.039
H: 2.75962 -0.67648 -5.91090  0.053
H: -3.75009 -3.82742 -1.42131  0.028
H: -3.95176 0.33490 -2.96010  -0.018
O: 1.32346 -1.14203 -1.94781  -0.054
H: 0.73681 -1.18846 -1.20311  -0.020
H: -1.42156 -4.36303 -3.90656  0.057
H: -0.52462 -4.24479 2.45546  0.022
O: 6.39811 0.87980 -2.01547  -0.051
H: -4.58976 -0.22491 -5.03833  0.045
H: -1.64271 -2.43168 2.85928  0.005
O: 3.43929 -3.04035 4.09901  -0.050
H: -4.06870 -1.22962 -4.13884  0.049
O: -2.42541 -0.49178 -4.47151  -0.055
O: 0.61626 0.33387 0.43036  -0.031
H: -0.90638 3.51575 4.69237  0.068
H: 4.52575 0.51930 1.28190  0.007
H: 4.19359 1.32558 -4.38395  0.041
H: -0.03848 4.89419 -1.09356  0.007
H: 6.49467 -2.20808 -0.17479  0.051
H: 1.28519 1.22731 3.92073  0.029
H: -3.98862 1.58878 -3.87734  0.049
H: -2.62228 5.97641 2.61356  0.050
H: 4.65024 2.62735 3.90619  0.015
O: 0.20671 3.47769 1.34702  -0.104
H: -3.98969 0.18000 0.07040  0.023
O: -1.13556 0.74720 -2.18810  -0.050
H: -2.43830 -3.04944 1.68209  0.012
H: 3.15625 -2.32492 4.68511  0.046
O: 0.22469 5.44814 -0.39550  -0.035
H: -6.18534 -0.34457 -0.60565  0.000
H: 1.90615 2.41006 -0.58516  0.050
O: 3.21325 3.43525 -3.92860  -0.046
H: -1.46478 -2.36371 -0.20874  0.027
H: -1.00444 -3.33885 -2.94045  0.026
H: 0.11233 0.00116 -3.87419  -0.006
H: -2.67637 3.03203 0.31623  0.005
H: 3.82333 1.76271 2.06600  0.012
O: -1.43430 1.65291 2.18967  -0.051
H: 0.20402 0.87890 2.82832  -0.015
H: -0.35186 1.11311 -1.73443  0.016
H: -1.73954 -1.15727 4.42651  0.038
O: -3.36141 3.44723 -0.20007  -0.027
H: 0.69905 3.13202 4.66331  -0.011
H: 6.12212 -0.03430 -2.00029  -0.017
O: 0.83895 0.52130 3.43578  -0.039
O: -5.28018 -1.72075 -1.60478  -0.035
O: 2.11067 2.40548 5.38071  -0.038
H: 2.28341 -4.08685 0.19431  -0.017
O: -6.41686 0.01636 0.25547  -0.055
O: -1.58962 -3.43824 -3.70283  -0.051
H: 1.45915 -0.18779 -2.03022  0.019
H: 0.37658 2.52945 1.27216  0.014
O: 3.67988 0.56590 -4.06923  -0.056
H: -3.03295 -5.81288 1.20921  0.050
O: -4.54724 -4.32444 -1.62524  -0.044
H: -5.39218 0.38840 3.31828  0.018
H: 3.00763 2.79638 -3.25588  0.012
H: -1.44145 -5.63113 1.31847  0.015
H: 5.55970 1.33109 -1.86142  0.027
H: 0.20370 -5.55892 2.91665  0.075
H: 4.49589 0.12551 -3.76472  0.048
H: -1.81935 1.23826 2.95112  0.064

## Properties
Energy above the lowest of the compared OMol25 structures with the same formula, charge and spin = 184.8 kcal per mole
Net charge = 0
HOMO-LUMO gap = 0.366 hartree
Electronic energy = -3057.4629 hartree